1.
The molecule C3H7NO2. Source: the OMol25 dataset; level of theory: wB97M-V/def2-TZVPD.

Its energy above the lowest of the compared OMol25 structures with the same formula, charge and spin is 85.12 kJ/mol. As for the orbital gap: 0.392 Ha. The SMILES is O=CNCCO. Its LUMO energy is 0.69 eV. The value obtained for the highest occupied orbital energy is -9.98 eV.

XYZ file:
```
13
Properties=species:S:1:pos:R:3:forces:R:3:nbo_charge:R:1
O 1.333727 0.545342 1.564355 0.1 -0.1 -0.4 -0.64
C 1.731653 0.359168 0.423711 0.0 0.0 0.1 0.53
N 0.935808 0.267416 -0.662097 0.1 0.0 0.1 -0.61
C -0.508256 0.482555 -0.609391 -0.1 0.1 0.0 -0.26
C -1.291075 -0.680325 -0.003970 -0.1 0.0 -0.4 -0.06
O -1.180003 -0.775992 1.390688 0.1 0.0 0.1 -0.73
H 2.805010 0.250384 0.188904 -0.1 0.0 0.0 0.12
H 1.366392 0.054733 -1.548352 0.0 0.1 0.1 0.40
H -0.702860 1.390140 -0.026338 0.0 -0.1 -0.1 0.22
H -0.841872 0.660261 -1.636525 0.0 0.0 0.2 0.21
H -2.353814 -0.534020 -0.238059 0.1 0.0 0.0 0.18
H -0.973557 -1.611213 -0.504682 0.0 0.1 0.1 0.15
H -0.321154 -0.408446 1.661750 -0.1 0.0 0.0 0.49
```
Forces are in eV/Å.

***

2.
A structure of composition C2H3OS2 in a non-equilibrium geometry. Source: the OMol25 dataset; level of theory: wB97M-V/def2-TZVPD.

The total charge is -1. Its energy above the lowest of the compared OMol25 structures with the same formula, charge and spin is 46.06 kJ/mol. As for the orbital gap: 0.261 Ha. Its LUMO energy is 3.66 eV. The value obtained for the highest occupied orbital energy is -3.45 eV.

XYZ file:
```
8
Properties=species:S:1:pos:R:3:forces:R:3:nbo_charge:R:1
C 0.269046 0.194363 1.435206 -1.4 -0.9 -0.8 0.21
C -0.109826 -0.137563 -1.225872 -3.0 1.1 1.5 -0.76
O 0.579172 1.238966 0.924414 0.8 0.8 0.3 -0.66
S 0.042652 -0.411870 2.968772 0.4 0.1 1.6 -0.44
S -0.410023 -1.111580 0.288574 0.8 -0.3 -0.8 0.03
H 0.902738 0.094826 -1.390045 1.2 0.6 0.2 0.20
H -0.794051 0.751313 -0.888465 1.8 -1.1 -1.6 0.23
H -0.479707 -0.618456 -2.112584 -0.5 -0.3 -0.3 0.19
```
Forces are in eV/Å.

***

3.
The molecule C5H8N2 in a non-equilibrium geometry. Source: the OMol25 dataset; level of theory: wB97M-V/def2-TZVPD.

Its energy above the lowest of the compared OMol25 structures with the same formula, charge and spin is 352.49 kJ/mol. As for the orbital gap (spin up / spin down): 0.230 / 0.230 Ha. Its LUMO energy (spin up / spin down) is 0.81 / 0.81 eV. The value obtained for the highest occupied orbital energy (spin up / spin down) is -5.44 / -5.44 eV.

XYZ file:
```
15
Properties=species:S:1:pos:R:3:forces:R:3:nbo_charge:R:1
C -2.492262 -0.096371 -0.571352 -1.8 -0.2 -1.3 -0.54
N -1.242902 -0.326297 -0.189647 -2.5 1.4 -0.6 -0.23
C -0.928994 -0.695444 1.036601 -0.1 -0.3 -2.0 0.02
N 0.383169 -0.476547 1.037297 4.5 0.4 7.9 -0.51
C 0.929944 0.059734 -0.053113 -1.2 -0.4 -0.7 0.14
C 2.343874 0.400781 -0.206793 0.7 0.3 -0.1 -0.64
C -0.123910 0.090118 -0.892952 0.2 0.1 -1.1 -0.11
H -2.658170 0.475546 -1.461430 0.0 -0.1 -0.2 0.18
H -3.252538 -0.201798 0.177110 -0.2 0.0 0.0 0.17
H 0.636963 -0.061673 2.006083 0.5 -1.3 -2.2 0.39
H -1.574633 -1.047473 1.807337 0.0 0.0 0.2 0.22
H 2.623907 1.240916 0.437730 0.0 -0.1 -0.1 0.22
H 3.001517 -0.438837 0.039380 -0.2 0.1 0.0 0.23
H 2.529836 0.685699 -1.244465 0.1 0.0 0.1 0.23
H -0.175802 0.391647 -1.921779 -0.2 -0.1 -0.1 0.22
```
Forces are in eV/Å.

***

4.
A structure of composition C26H21ClF5N2O7S3TeV in a non-equilibrium geometry. Source: the OMol25 dataset; level of theory: wB97M-V/def2-TZVPD.

Its energy above the lowest of the compared OMol25 structures with the same formula, charge and spin is 449.05 kJ/mol. As for the orbital gap: 0.213 Ha. Its LUMO energy is -3.00 eV. The value obtained for the highest occupied orbital energy is -8.80 eV.

XYZ file:
```
67
Properties=species:S:1:pos:R:3:forces:R:3:nbo_charge:R:1
V -0.502241 0.297026 0.515583 1.5 2.0 -0.3 1.16
C -0.552415 -1.170116 -3.546987 0.0 0.0 0.1 -0.65
C -0.529285 0.249024 -3.074366 -0.1 0.1 0.0 0.25
N 0.574705 0.767963 -2.713360 0.3 -0.5 0.2 -0.22
N 0.693133 2.060341 -2.420882 -0.2 0.5 -0.2 -0.25
C 0.834955 2.661239 -1.321905 -0.2 -0.2 0.0 -0.08
S 0.777346 2.154184 0.389044 -0.1 -0.3 0.0 0.19
S 1.123202 4.421873 -1.385132 0.0 0.0 -0.1 0.26
C -0.597114 4.954130 -1.785082 0.1 0.0 0.2 -0.52
C -1.231684 5.677395 -0.635092 -0.1 0.0 0.0 -0.07
C -1.904845 4.968185 0.355153 0.0 0.0 0.0 -0.15
C -2.477686 5.630444 1.429197 0.0 0.0 0.0 -0.21
C -2.379047 7.011757 1.526822 0.0 0.0 0.0 -0.22
C -1.698410 7.725074 0.550445 0.0 0.0 0.0 -0.20
C -1.127252 7.059653 -0.524396 0.0 0.0 0.0 -0.20
C -1.815457 0.997093 -2.956412 0.2 0.1 0.1 -0.13
C -2.509221 1.529025 -4.031146 0.0 0.0 0.0 -0.17
C -3.646358 2.299077 -3.815523 0.0 0.0 0.0 -0.19
C -4.108205 2.529312 -2.525738 0.0 0.0 -0.1 -0.19
C -3.434117 1.999051 -1.437344 0.0 0.0 0.2 -0.23
C -2.292275 1.255913 -1.674481 -0.1 0.2 -0.1 0.32
O -1.543951 0.787331 -0.638109 -2.1 0.5 -2.1 -0.45
H 0.456888 -1.499950 -3.781574 0.0 0.0 0.0 0.24
H -1.192888 -1.266572 -4.424845 0.0 0.0 0.0 0.23
H -0.964479 -1.819838 -2.769258 0.0 0.0 0.0 0.24
H -1.140635 4.045878 -2.040151 0.0 0.0 -0.1 0.24
H -0.527557 5.582053 -2.671215 0.0 0.0 0.0 0.24
H -1.964126 3.887210 0.293504 0.0 0.0 0.0 0.20
H -2.996066 5.067114 2.194393 0.0 0.0 0.0 0.22
H -2.828081 7.530145 2.363747 0.0 0.0 0.0 0.22
H -1.610702 8.801110 0.626417 0.0 0.0 0.0 0.21
H -0.591180 7.616257 -1.284938 0.0 0.0 0.0 0.21
H -2.146511 1.353803 -5.036083 0.0 0.0 0.0 0.23
H -4.170239 2.726023 -4.659900 0.0 0.0 0.0 0.23
H -4.992221 3.131072 -2.365884 0.0 0.0 0.0 0.23
H -3.766909 2.149155 -0.418342 0.0 0.0 0.0 0.25
C 2.793621 -9.901124 -3.477264 0.0 0.0 -0.1 -0.72
C 3.252887 -8.505684 -3.773687 0.3 0.1 0.2 0.49
O 2.910393 -7.839068 -4.700103 -0.2 0.0 0.0 -0.52
S 4.444776 -7.881713 -2.507982 -0.2 -0.1 0.0 0.16
C 3.707437 -6.309348 -2.130155 0.0 0.0 -0.1 -0.15
C 3.476792 -6.022867 -0.785657 0.0 0.0 -0.1 -0.22
C 2.878663 -4.832499 -0.420515 0.0 0.0 0.0 -0.18
C 2.489197 -3.915207 -1.400274 0.0 -0.1 0.0 -0.05
C 2.741936 -4.200362 -2.742741 0.0 0.1 0.0 -0.17
C 3.364178 -5.380638 -3.107893 0.1 0.0 0.0 -0.22
C 1.812303 -2.716497 -1.019240 0.0 0.0 0.0 -0.05
C 1.217282 -1.738030 -0.652353 0.1 0.2 -0.1 0.30
H 2.282089 -10.325881 -4.338131 0.0 0.0 0.0 0.24
H 2.109401 -9.850133 -2.628475 0.0 0.0 0.0 0.25
H 3.636872 -10.522456 -3.176146 0.0 0.0 0.0 0.24
H 3.761309 -6.746579 -0.033559 -0.1 0.0 0.0 0.23
H 2.679480 -4.616995 0.620499 0.0 0.0 0.0 0.23
H 2.460747 -3.479701 -3.499144 0.0 0.0 0.0 0.22
H 3.576557 -5.583412 -4.146502 0.0 0.0 0.0 0.25
O -1.405378 -2.210404 0.641780 0.1 -0.1 0.2 -0.83
Cl -0.862529 -2.670100 1.929852 0.4 -0.6 -0.5 1.86
O -0.937423 -4.094827 2.060616 -0.4 0.1 0.1 -0.76
O -1.894101 -2.076532 2.991203 0.3 0.2 -0.2 -0.83
O 0.567871 -0.711967 -0.264361 1.1 -1.6 -0.9 -0.43
F -1.347360 1.501614 4.171368 0.1 0.0 -0.2 -0.59
Te -1.643021 -0.012538 3.106274 -2.3 0.9 3.5 3.32
F -0.682190 -0.695485 4.573016 0.0 -0.1 -0.2 -0.61
F -2.836613 -0.311181 1.635547 0.3 -0.3 -0.2 -0.59
F -3.237988 -0.076580 4.043321 0.1 -0.1 -0.1 -0.57
F -1.803102 1.629672 1.897613 0.6 -0.4 -0.2 -0.61
O -0.038204 -0.046504 2.156110 0.3 -0.6 1.2 -0.86
```
Forces are in eV/Å.

***

Repeat the third record exactly.
The molecule C5H8N2 in a non-equilibrium geometry. Source: the OMol25 dataset; level of theory: wB97M-V/def2-TZVPD.

Its energy above the lowest of the compared OMol25 structures with the same formula, charge and spin is 352.49 kJ/mol. As for the orbital gap (spin up / spin down): 0.230 / 0.230 Ha. Its LUMO energy (spin up / spin down) is 0.81 / 0.81 eV. The value obtained for the highest occupied orbital energy (spin up / spin down) is -5.44 / -5.44 eV.

XYZ file:
```
15
Properties=species:S:1:pos:R:3:forces:R:3:nbo_charge:R:1
C -2.492262 -0.096371 -0.571352 -1.8 -0.2 -1.3 -0.54
N -1.242902 -0.326297 -0.189647 -2.5 1.4 -0.6 -0.23
C -0.928994 -0.695444 1.036601 -0.1 -0.3 -2.0 0.02
N 0.383169 -0.476547 1.037297 4.5 0.4 7.9 -0.51
C 0.929944 0.059734 -0.053113 -1.2 -0.4 -0.7 0.14
C 2.343874 0.400781 -0.206793 0.7 0.3 -0.1 -0.64
C -0.123910 0.090118 -0.892952 0.2 0.1 -1.1 -0.11
H -2.658170 0.475546 -1.461430 0.0 -0.1 -0.2 0.18
H -3.252538 -0.201798 0.177110 -0.2 0.0 0.0 0.17
H 0.636963 -0.061673 2.006083 0.5 -1.3 -2.2 0.39
H -1.574633 -1.047473 1.807337 0.0 0.0 0.2 0.22
H 2.623907 1.240916 0.437730 0.0 -0.1 -0.1 0.22
H 3.001517 -0.438837 0.039380 -0.2 0.1 0.0 0.23
H 2.529836 0.685699 -1.244465 0.1 0.0 0.1 0.23
H -0.175802 0.391647 -1.921779 -0.2 -0.1 -0.1 0.22
```
Forces are in eV/Å.